{"formula": "C9H23NO7PSn", "method": "wB97M-V/def2-TZVPD", "species": ["Sn", "P", "O", "O", "O", "O", "C", "C", "C", "O", "H", "H", "H", "H", "H", "H", "H", "H", "C", "O", "C", "C", "N", "C", "C", "O", "C", "H", "H", "H", "H", "H", "H", "H", "H", "H", "H", "H", "H", "H", "H", "H"], "xyz": [[-0.2052, -1.2464, -0.1098], [0.2619, -4.6689, -0.2616], [-0.5590, -5.9265, 0.3091], [-0.6223, -3.7737, -1.1804], [1.3332, -5.1888, -1.2424], [0.7378, -3.7107, 0.8769], [-0.1367, -3.4819, 4.2704], [1.0005, -2.5911, 3.9146], [2.4737, -3.1667, 3.7635], [0.7273, -1.9873, 2.7879], [-0.4914, -3.9849, 3.3708], [-0.8969, -2.9239, 4.8170], [0.1281, -4.3240, 4.9098], [1.1206, -1.7217, 4.5609], [2.6675, -4.0757, 4.3330], [3.2430, -2.4457, 4.0397], [2.6139, -3.5945, 2.7708], [0.8343, -2.7316, 2.1910], [1.8999, 6.1647, -1.6807], [2.0994, 4.7707, -1.3080], [1.2580, 3.8282, -2.0023], [1.0713, 2.5288, -1.2444], [-0.0100, 1.6519, -1.7359], [-1.3852, 2.2273, -1.6811], [-2.3317, 1.2521, -2.3262], [-2.4615, 0.0670, -1.5121], [-3.7063, -0.6155, -1.8646], [1.3437, 6.5480, -0.8252], [1.3085, 6.1629, -2.5963], [2.7388, 6.8485, -1.8102], [1.7693, 3.7430, -2.9611], [0.2780, 4.2654, -2.1937], [0.6931, 2.8619, -0.2779], [2.0203, 2.0183, -1.0803], [0.1513, 1.2437, -2.6456], [-1.5353, 3.1797, -2.1895], [-1.7417, 2.3746, -0.6616], [-2.1946, 0.9309, -3.3588], [-3.2738, 1.7804, -2.4730], [-4.4692, -0.0606, -1.3185], [-3.6930, -1.6350, -1.4792], [-4.0594, -0.5928, -2.8956]], "forces_ev_per_angstrom": [[0.2328, -4.7739, -0.1757], [-0.2326, -5.4425, -0.3973], [1.4362, 3.3515, -0.6325], [-1.4649, 4.0569, -0.1334], [-0.1546, 0.9091, 1.2786], [0.1434, 2.0068, 0.1555], [-0.0611, -1.5441, 0.9908], [3.2012, -0.0227, 3.5918], [-0.8603, -1.3391, 0.5712], [-1.1502, 2.8075, -4.2785], [-0.3444, 0.3240, -0.1428], [-0.2890, 0.0076, -0.4195], [0.2873, 0.0544, 0.3397], [-0.1739, -0.3979, 1.3586], [-0.1774, 0.0716, 0.7393], [-0.1559, 0.1469, -0.3098], [-0.0352, 0.6429, -0.4259], [-0.3834, -0.5750, -2.2218], [-1.3406, -1.2736, 0.6348], [0.5179, 0.3052, 0.2799], [0.8581, 1.1987, -0.8761], [-0.7934, 0.4501, 0.4942], [-0.2155, 0.7233, 0.4270], [0.8401, -1.0662, -0.7721], [-0.9162, -0.5962, 0.2883], [-0.8487, 0.0758, -1.4832], [-0.1304, 0.5416, 1.4865], [-0.3893, 0.5035, -0.3142], [-0.1242, 0.4149, 0.0157], [0.7166, -0.9225, -0.0113], [-0.3109, -0.6976, -0.4240], [-0.1438, 0.1563, 0.0719], [0.3239, -0.1211, 0.4126], [-0.1890, -0.2483, -0.1785], [0.1667, 0.1615, -0.1472], [0.3367, 0.2307, -0.1892], [0.3667, -0.1222, 0.2296], [1.1402, 0.0401, -0.1895], [-0.6173, -0.0171, 0.7542], [-0.3223, -0.1047, 0.1446], [0.3408, 0.0805, -0.1744], [0.9164, 0.0030, -0.3679]], "energy_ha": -1493.71264, "homo_energy_ev": -2.6, "homo_lumo_gap_ev": 3.6865, "total_charge": -1, "de_lowest_kj_mol": 174.0, "lumo_energy_ev": 1.064}